a) {
  "formula": "C13H52O13",
  "method": "ωB97M-V/def2-TZVPD",
  "species": ["C", "O", "H", "H", "H", "H", "C", "O", "H", "H", "H", "H", "C", "O", "H", "H", "H", "H", "C", "O", "H", "H", "H", "H", "C", "O", "H", "H", "H", "H", "C", "O", "H", "H", "H", "H", "C", "O", "H", "H", "H", "H", "C", "O", "H", "H", "H", "H", "C", "O", "H", "H", "H", "H", "C", "O", "H", "H", "H", "H", "C", "O", "H", "H", "H", "H", "C", "O", "H", "H", "H", "H", "C", "O", "H", "H", "H", "H"],
  "coordinates": [[0.066, -3.373, -3.632], [0.270, -3.585, -4.987], [0.503, -4.181, -3.046], [0.490, -2.446, -3.246], [-0.992, -3.350, -3.371], [1.159, -3.424, -5.310], [0.122, 3.640, -1.119], [-0.958, 2.863, -1.659], [1.099, 3.436, -1.558], [-0.100, 4.702, -1.011], [0.406, 3.294, -0.125], [-1.688, 2.869, -1.036], [1.199, -3.781, -0.014], [2.595, -3.705, 0.346], [0.610, -3.048, 0.537], [1.156, -3.542, -1.077], [0.720, -4.758, 0.055], [2.638, -3.860, 1.292], [4.171, 2.045, -1.184], [3.632, 1.422, -0.082], [3.609, 1.915, -2.109], [4.067, 3.130, -1.157], [5.248, 1.958, -1.327], [3.188, 0.607, -0.329], [-0.458, 3.936, 3.492], [0.100, 3.078, 2.508], [-1.133, 3.496, 4.226], [0.311, 4.493, 4.028], [-1.055, 4.720, 3.027], [0.891, 2.659, 2.854], [-0.059, 0.117, 0.336], [-0.801, -0.719, -0.613], [0.847, 0.514, -0.122], [-0.655, 0.965, 0.674], [0.257, -0.475, 1.195], [-0.443, -0.625, -1.499], [-3.638, 0.995, -2.361], [-4.939, 0.796, -2.818], [-3.038, 0.102, -2.541], [-3.131, 1.841, -2.824], [-3.617, 1.094, -1.276], [-5.447, 0.489, -2.064], [-3.841, -1.430, 0.650], [-2.548, -1.594, 1.242], [-4.336, -0.461, 0.719], [-3.799, -1.656, -0.415], [-4.645, -1.994, 1.123], [-1.909, -1.246, 0.616], [-3.193, 2.721, 1.412], [-2.763, 3.332, 0.173], [-3.677, 3.442, 2.070], [-4.016, 2.065, 1.127], [-2.419, 2.180, 1.958], [-3.502, 3.865, -0.128], [1.539, -3.084, 3.829], [2.328, -4.024, 3.004], [1.002, -2.379, 3.194], [0.881, -3.585, 4.538], [2.193, -2.453, 4.432], [2.153, -4.890, 3.381], [1.273, 0.525, -3.414], [-0.112, 0.414, -3.092], [1.577, -0.265, -4.100], [1.394, 1.429, -4.012], [1.909, 0.556, -2.529], [-0.391, 1.256, -2.725], [-0.857, 0.100, 4.366], [0.467, 0.060, 4.755], [-1.169, -0.722, 3.721], [-1.529, 0.063, 5.223], [-1.046, 1.044, 3.854], [0.996, 0.559, 4.128], [3.665, -1.655, -2.002], [2.758, -1.252, -0.961], [4.096, -0.784, -2.498], [4.463, -2.246, -1.554], [3.142, -2.194, -2.792], [2.714, -2.004, -0.367]],
  "homo_lumo_gap_ev": 10.25,
  "homo_energy_ev": -9.8784,
  "multiplicity": 1
}

---

b) {
  "formula": "C13H52O13",
  "method": "ωB97M-V/def2-TZVPD",
  "species": ["C", "O", "H", "H", "H", "H", "C", "O", "H", "H", "H", "H", "C", "O", "H", "H", "H", "H", "C", "O", "H", "H", "H", "H", "C", "O", "H", "H", "H", "H", "C", "O", "H", "H", "H", "H", "C", "O", "H", "H", "H", "H", "C", "O", "H", "H", "H", "H", "C", "O", "H", "H", "H", "H", "C", "O", "H", "H", "H", "H", "C", "O", "H", "H", "H", "H", "C", "O", "H", "H", "H", "H", "C", "O", "H", "H", "H", "H"],
  "coordinates": [[-1.995, -5.052, 4.189], [-1.470, -6.252, 4.699], [-2.788, -5.106, 3.443], [-2.399, -4.507, 5.042], [-1.245, -4.440, 3.689], [-2.134, -6.580, 5.309], [2.315, 4.558, -1.177], [1.815, 4.150, 0.100], [1.650, 5.226, -1.724], [3.320, 4.942, -1.004], [2.453, 3.751, -1.896], [0.875, 3.973, 0.018], [-0.687, 0.188, -0.138], [-0.678, -1.245, -0.130], [-0.330, 0.449, -1.134], [-1.689, 0.586, 0.025], [0.092, 0.547, 0.535], [-0.706, -1.394, 0.818], [1.472, -3.512, 1.714], [2.869, -3.853, 1.960], [1.326, -2.519, 2.138], [1.298, -3.415, 0.643], [0.901, -4.331, 2.151], [2.934, -3.877, 2.917], [4.730, 3.110, 1.550], [3.750, 3.939, 2.160], [5.510, 3.736, 1.118], [5.089, 2.493, 2.374], [4.324, 2.407, 0.822], [3.164, 4.121, 1.422], [2.710, 0.488, -1.948], [2.867, -0.378, -3.019], [1.924, 1.212, -2.159], [2.325, -0.147, -1.149], [3.599, 1.079, -1.726], [3.513, -1.073, -2.878], [-3.121, -2.762, -2.127], [-4.200, -3.238, -2.908], [-2.338, -3.479, -1.880], [-2.674, -1.884, -2.592], [-3.552, -2.596, -1.140], [-3.778, -3.335, -3.765], [-2.857, 3.109, 1.685], [-1.640, 3.369, 0.954], [-3.163, 4.025, 2.190], [-3.729, 2.831, 1.092], [-2.657, 2.345, 2.437], [-1.040, 3.694, 1.629], [-0.698, 0.182, -5.340], [-1.557, 1.124, -6.012], [-0.350, -0.533, -6.086], [0.157, 0.630, -4.835], [-1.194, -0.237, -4.465], [-1.908, 0.538, -6.686], [-1.148, -1.246, 4.367], [-0.796, -0.874, 3.080], [-0.340, -1.829, 4.809], [-1.473, -0.356, 4.905], [-2.040, -1.871, 4.327], [-0.408, -0.007, 3.222], [0.682, -3.267, -2.784], [1.368, -2.716, -3.889], [1.087, -2.811, -1.881], [-0.391, -3.264, -2.978], [0.843, -4.341, -2.685], [1.684, -1.847, -3.628], [-2.943, 2.553, -2.926], [-3.390, 2.488, -4.266], [-3.519, 3.234, -2.299], [-2.884, 1.582, -2.436], [-1.888, 2.825, -2.928], [-2.770, 2.042, -4.847], [1.622, 1.980, 3.559], [0.280, 1.931, 4.035], [2.028, 2.991, 3.606], [2.228, 1.240, 4.081], [1.739, 1.651, 2.526], [0.020, 2.851, 4.123]],
  "homo_lumo_gap_ev": 9.75,
  "homo_energy_ev": -9.6661,
  "multiplicity": 1
}

---

c) {
  "formula": "C13H52O13",
  "method": "ωB97M-V/def2-TZVPD",
  "species": ["C", "O", "H", "H", "H", "H", "C", "O", "H", "H", "H", "H", "C", "O", "H", "H", "H", "H", "C", "O", "H", "H", "H", "H", "C", "O", "H", "H", "H", "H", "C", "O", "H", "H", "H", "H", "C", "O", "H", "H", "H", "H", "C", "O", "H", "H", "H", "H", "C", "O", "H", "H", "H", "H", "C", "O", "H", "H", "H", "H", "C", "O", "H", "H", "H", "H", "C", "O", "H", "H", "H", "H", "C", "O", "H", "H", "H", "H"],
  "coordinates": [[0.256, 0.718, -4.722], [0.366, 0.313, -6.067], [0.072, -0.147, -4.085], [1.096, 1.300, -4.343], [-0.648, 1.314, -4.591], [0.883, -0.490, -6.166], [1.537, -4.865, -0.148], [2.554, -4.922, -1.170], [0.577, -5.333, -0.365], [1.906, -5.230, 0.811], [1.368, -3.798, 0.003], [3.373, -4.945, -0.670], [3.037, -0.877, -2.824], [2.605, 0.200, -2.095], [3.818, -1.243, -2.156], [2.236, -1.604, -2.955], [3.508, -0.448, -3.709], [3.367, 0.519, -1.605], [-0.042, -0.263, 0.145], [-0.241, 0.820, -0.780], [0.710, 0.002, 0.889], [-0.988, -0.385, 0.672], [0.331, -1.191, -0.287], [0.527, 0.936, -1.343], [3.255, -1.972, 1.568], [4.264, -1.802, 2.511], [2.403, -2.604, 1.821], [2.694, -1.048, 1.432], [3.562, -2.336, 0.587], [4.303, -2.539, 3.125], [0.932, 3.513, -2.301], [1.567, 4.751, -2.241], [1.592, 2.672, -2.086], [0.045, 3.593, -1.672], [0.330, 3.420, -3.205], [2.497, 4.515, -2.266], [-1.761, 2.525, 1.975], [-2.761, 3.381, 2.497], [-1.259, 2.893, 1.080], [-0.997, 2.207, 2.685], [-2.340, 1.647, 1.688], [-3.555, 3.233, 1.978], [-4.435, -0.403, -2.450], [-3.538, -0.823, -1.435], [-5.283, 0.081, -1.965], [-3.894, 0.321, -3.059], [-4.666, -1.245, -3.103], [-3.067, -0.011, -1.233], [2.261, 2.795, 1.671], [1.260, 3.708, 1.733], [2.893, 2.650, 2.546], [1.858, 1.813, 1.421], [2.976, 2.944, 0.862], [1.600, 4.567, 1.996], [-2.549, 3.174, -1.741], [-2.634, 1.881, -1.153], [-2.270, 3.937, -1.014], [-1.808, 3.322, -2.526], [-3.527, 3.421, -2.154], [-1.761, 1.696, -0.798], [-4.024, -2.015, 1.716], [-4.362, -0.767, 1.328], [-4.022, -2.680, 0.853], [-2.995, -2.012, 2.075], [-4.668, -2.295, 2.549], [-3.985, -0.633, 0.455], [1.265, 0.196, 4.152], [1.022, -1.027, 4.649], [1.613, 0.885, 4.922], [1.996, 0.220, 3.345], [0.335, 0.604, 3.755], [0.384, -0.837, 5.340], [-0.430, -3.466, 2.287], [-1.098, -3.312, 3.479], [0.646, -3.452, 2.462], [-0.739, -4.350, 1.729], [-0.645, -2.635, 1.615], [-0.687, -2.681, 4.075]],
  "homo_lumo_gap_ev": 9.29,
  "homo_energy_ev": -9.2787,
  "multiplicity": 1
}

---

Relative energies, hartree: a) 0.0000; b) 0.0438; c) 0.0612.

---

a) {
  "formula": "C12H16N2O",
  "method": "ωB97M-V/def2-TZVPD",
  "species": ["C", "C", "C", "C", "C", "N", "N", "H", "H", "H", "H", "H", "H", "H", "H", "C", "C", "C", "C", "C", "C", "C", "O", "H", "H", "H", "H", "H", "H", "H", "H"],
  "coordinates": [[0.965, -2.592, 2.049], [2.346, -2.429, 2.685], [0.914, -2.419, 0.561], [0.058, -3.012, -0.326], [1.557, -1.816, -1.379], [1.883, -1.719, -0.122], [0.467, -2.597, -1.565], [0.523, -3.547, 2.317], [0.319, -1.822, 2.490], [2.976, -1.822, 2.032], [-0.901, -3.418, -0.065], [2.018, -1.351, -2.243], [0.069, -2.793, -2.465], [2.907, -3.375, 2.683], [2.284, -2.038, 3.698], [-0.696, 2.521, 2.496], [-2.157, 2.011, 0.502], [-0.901, 2.276, 1.014], [-2.399, 2.004, -0.878], [0.192, 2.233, 0.132], [-1.316, 2.062, -1.722], [-0.009, 2.155, -1.230], [-1.526, 1.823, -3.058], [-2.971, 1.807, 1.184], [-3.416, 2.048, -1.226], [-0.553, 3.569, 2.732], [0.211, 1.994, 2.811], [1.162, 2.338, 0.606], [0.852, 2.149, -1.895], [-0.715, 1.897, -3.565], [-1.500, 2.007, 3.023]],
  "homo_lumo_gap_ev": 8.90,
  "homo_energy_ev": -8.2778,
  "multiplicity": 1,
  "smiles": "CCc1c[nH]cn1.Cc1ccc(O)cc1"
}

---

b) {
  "formula": "C12H16N2O",
  "method": "ωB97M-V/def2-TZVPD",
  "species": ["C", "C", "C", "C", "C", "C", "C", "O", "H", "H", "H", "H", "H", "H", "H", "H", "C", "C", "C", "C", "C", "N", "N", "H", "H", "H", "H", "H", "H", "H", "H"],
  "coordinates": [[-1.499, -2.213, 0.740], [-1.854, 0.996, -2.062], [-1.579, -0.301, -2.512], [-2.003, 1.218, -0.707], [-1.363, -1.311, -1.593], [-2.103, 0.148, 0.181], [-1.597, -1.082, -0.241], [-1.699, 2.088, -2.879], [-1.521, -0.404, -3.592], [-1.365, 1.796, -3.728], [-1.944, 2.231, -0.327], [-0.958, -2.262, -1.912], [-2.224, 0.335, 1.233], [-1.118, -1.902, 1.680], [-1.019, -3.117, 0.371], [-2.507, -2.558, 1.020], [2.802, -0.560, 1.084], [2.174, -1.544, 0.061], [1.932, 0.622, 1.345], [1.981, 1.870, 0.783], [0.141, 1.661, 1.976], [0.735, 0.513, 1.986], [0.853, 2.517, 1.156], [3.004, -1.122, 1.991], [3.730, -0.158, 0.682], [1.167, -1.234, -0.148], [2.822, 2.398, 0.363], [-0.783, 2.010, 2.364], [0.828, 3.523, 1.133], [2.268, -2.556, 0.446], [2.699, -1.601, -0.895]],
  "homo_lumo_gap_ev": 8.92,
  "homo_energy_ev": -8.1370,
  "multiplicity": 1,
  "smiles": "CCc1c[nH]cn1.Cc1ccc(O)cc1"
}

---

c) {
  "formula": "C12H16N2O",
  "method": "ωB97M-V/def2-TZVPD",
  "species": ["C", "C", "C", "C", "C", "N", "N", "H", "H", "H", "H", "H", "H", "H", "H", "C", "C", "C", "C", "C", "C", "C", "O", "H", "H", "H", "H", "H", "H", "H", "H"],
  "coordinates": [[1.536, -0.234, 0.442], [2.174, -1.785, 0.499], [1.489, 0.515, 1.752], [0.531, 0.343, 2.743], [2.372, 1.622, 3.385], [2.605, 1.349, 2.136], [1.046, 1.256, 3.730], [2.211, 0.325, -0.136], [0.589, -0.181, 0.071], [1.428, -2.630, 0.555], [-0.466, -0.053, 2.910], [3.148, 2.286, 3.999], [0.624, 1.265, 4.683], [2.783, -1.827, 1.431], [2.727, -2.108, -0.365], [-0.015, 1.662, -2.796], [-2.846, 0.197, -0.767], [-2.758, -1.179, -1.044], [-2.018, 1.049, -1.473], [-0.917, 0.604, -2.222], [-1.600, -1.633, -1.668], [-0.752, -0.782, -2.396], [-3.559, -2.156, -0.655], [-3.507, 0.358, 0.009], [-2.447, 2.085, -1.299], [-1.566, -2.683, -1.919], [-3.359, -2.230, 0.354], [-0.325, 2.524, -2.223], [-0.109, 1.865, -3.810], [-0.133, -1.121, -3.196], [1.114, 1.299, -2.732]],
  "homo_lumo_gap_ev": 8.99,
  "homo_energy_ev": -8.5290,
  "multiplicity": 1,
  "smiles": "CCc1c[nH]cn1.Cc1ccc(O)cc1"
}

---

Relative energies, hartree: a) 0.0000; b) 0.0094; c) 0.1017.